This record from OMol25 describes 5 unconnected molecules or ions with the total composition CH11O4S at a distorted geometry. The level of theory is ωB97M-V/def2-TZVPD.

Cartesian coordinates (Å):
H: -3.278 -3.336 1.382
H: -2.551 -2.173 1.868
H: -0.693 0.142 -1.167
O: -1.214 -0.569 1.920
O: -3.270 -2.744 2.144
S: 1.433 1.235 -0.941
H: 1.129 1.163 -3.634
H: -0.343 -0.828 2.208
H: 1.499 1.327 1.514
H: 1.920 2.421 2.417
C: 1.828 1.330 -2.807
O: 1.364 1.635 2.422
H: -1.104 -0.507 0.954
O: -1.097 -0.751 -1.092
H: -0.367 -1.302 -1.397
H: 2.128 2.363 -3.029
H: 2.616 0.593 -2.761

As for the total charge: -1. For the energy above the lowest of the compared OMol25 structures with the same formula, charge and spin, the calculation gives 20.8 kcal per mole. Its spin multiplicity is 1.

In the natural (NBO) picture, each atom carries the following charge in e:
1 H 0.4498
2 H 0.4954
3 H 0.5077
4 O -0.9752
5 O -0.9562
6 S -0.7918
7 H 0.1750
8 H 0.4693
9 H 0.4953
10 H 0.4574
11 C -0.7224
12 O -0.9560
13 H 0.5028
14 O -1.0045
15 H 0.4711
16 H 0.1814
17 H 0.2009